1.
C14H11ClI2O5S3Sn as an isolated structure in a non-equilibrium geometry, computed with the ωB97M-V functional and the def2-TZVPD basis.

Geometry (Å):
Sn 7.91669 15.34696 9.50512
I 7.61838 18.05684 11.41385
C 6.59298 19.07682 9.86898
I 6.26835 17.85269 8.13491
H 7.22677 19.79781 9.33209
H 5.67620 19.51166 10.19039
O 5.97629 12.22942 10.58877
Cl 5.73412 13.60600 10.30983
O 4.46574 14.06309 10.61255
O 6.03052 13.93429 8.88989
O 6.80786 14.44196 11.01942
O 8.24137 12.39732 8.93582
C 8.20081 11.78316 7.91939
C 8.46871 12.37329 6.57018
C 8.04147 12.07155 5.30764
C 8.44054 13.03201 4.39836
C 9.24410 14.02266 4.90348
S 9.42024 13.80913 6.59730
C 6.47755 9.99950 7.30088
C 5.35974 10.81835 7.29862
C 4.35909 10.14118 6.50241
C 4.62376 8.88549 6.02498
S 6.23638 8.52134 6.53200
C 7.83072 10.28505 7.90283
C 8.93680 9.55199 7.34851
C 9.55636 8.73149 8.22047
C 9.03477 8.70704 9.50741
S 7.81415 9.72041 9.73261
H 7.40088 11.26439 5.10900
H 8.14437 13.16496 3.38868
H 9.81445 14.78152 4.35316
H 5.35045 11.85491 7.68084
H 3.41784 10.74959 6.14026
H 4.00494 8.40439 5.27303
H 9.26369 9.67753 6.34095
H 10.38270 8.06631 8.01010
H 9.60128 8.19468 10.30379

Force components x, y, z for each atom (eV/Å):
Sn 0.3 0.1 -0.8
I -0.1 0.1 -0.1
C 1.2 0.0 -1.5
I -0.4 -0.6 0.2
H -0.1 0.0 1.1
H -0.6 0.1 0.3
O -0.3 1.2 -0.1
Cl 0.9 -1.3 -0.8
O -1.0 0.4 0.8
O 0.4 0.2 0.1
O -0.7 -0.4 0.7
O 0.7 1.0 1.5
C -0.6 -0.4 -2.8
C 0.3 0.2 1.7
C 0.0 0.3 0.9
C 0.8 1.6 -0.9
C 0.2 -0.3 0.6
S 0.3 0.2 -0.4
C -0.3 1.2 0.6
C 0.5 -1.1 -1.1
C -2.5 2.6 -0.6
C 0.8 1.8 0.6
S -0.3 -1.5 -0.9
C -1.4 0.2 1.7
C 1.2 -1.4 0.3
C 1.2 -0.9 -1.7
C 1.1 0.0 1.2
S -1.4 1.0 0.1
H -0.7 -0.9 -0.4
H -0.3 -0.7 -0.9
H -0.6 -0.3 0.4
H -0.3 -0.8 -0.3
H 1.8 -1.5 1.0
H 0.4 -0.5 0.4
H 0.0 0.1 -0.6
H 0.1 0.2 -0.4
H -0.9 0.0 -0.2

Results
Energy = -91969.21379 eV
Strongest force on any atom = 3.7 eV Å⁻¹
Total charge = +2
E_HOMO = -14.53 eV

2.
C5H10N2O as an isolated structure in a non-equilibrium geometry, computed with the ωB97M-V functional and the def2-TZVPD basis.

Geometry (Å):
C -1.70437 -0.90452 0.42287
C -2.07601 0.38333 0.51203
C 0.03402 1.35467 -0.10898
C -0.32304 -1.33087 0.25067
C 1.68708 -0.27600 -1.13597
N -1.19328 1.33000 0.16862
N 0.80502 0.16595 -0.06019
O 1.45111 0.10389 1.15752
H -2.38989 -1.71478 0.59032
H -2.99619 0.76455 0.99699
H 0.33563 2.38040 -0.16774
H 0.10521 -1.61133 1.29053
H -0.20440 -2.11022 -0.53075
H 2.20350 -1.08063 -0.81981
H 1.18095 -0.59679 -2.06625
H 2.50539 0.58493 -1.38735
H -1.80268 2.24243 -0.09755
H 2.38195 0.31498 0.98505

Force components x, y, z for each atom (eV/Å):
C -0.1 1.1 0.4
C -1.9 -3.1 1.4
C 0.1 0.8 0.0
C 1.0 0.5 0.8
C 1.0 4.7 -3.3
N -2.5 4.3 -1.5
N -2.1 -4.0 0.6
O 0.4 0.6 0.8
H -0.4 -0.3 0.3
H 0.4 -0.5 -1.0
H 1.7 0.2 -0.9
H -0.3 0.4 -1.8
H 0.6 0.8 0.2
H 1.6 -2.8 1.5
H -0.1 0.7 0.5
H -2.1 -1.9 0.5
H 2.3 -1.8 1.2
H 0.4 0.2 0.2

Results
Energy = -10351.12571 eV
Strongest force on any atom = 5.9 eV Å⁻¹
Total charge = +2
E_HOMO (spin up / spin down) = -19.43 / -19.43 eV

3.
C52H47N10O2P2S3V as an isolated structure in a non-equilibrium geometry, computed with the ωB97M-V functional and the def2-TZVPD basis.

Geometry (Å):
V -0.10755 -0.02981 -0.94234
S 1.36985 2.10103 -0.80057
P 1.70565 1.18310 -2.63092
C 0.59134 0.03768 -3.09612
P -1.00347 0.34419 -3.67008
S -2.31859 0.73376 -2.21827
C -1.05716 1.61419 -4.94936
C -1.88413 2.72196 -4.88056
C -1.94719 3.60718 -5.99562
C -1.21830 3.31121 -7.12004
C -0.33401 2.23561 -7.14991
C -0.28294 1.35083 -6.09222
C -1.56727 -1.20939 -4.58772
C -0.66402 -2.20907 -4.89183
C -1.06759 -3.27898 -5.65194
C -2.38352 -3.36335 -6.16022
C -3.31024 -2.39780 -5.82604
C -2.89148 -1.28445 -5.04938
C 3.28233 0.23661 -2.38815
C 3.28362 -1.14779 -2.55306
C 4.40771 -1.93224 -2.20807
C 5.55193 -1.27161 -1.86434
C 5.54861 0.09216 -1.65169
C 4.39388 0.84991 -1.83922
C 2.00784 2.51815 -3.83926
C 2.99404 2.38748 -4.81738
C 3.17704 3.32791 -5.83863
C 2.50243 4.50814 -5.71862
C 1.52661 4.65294 -4.77793
C 1.26259 3.70780 -3.81474
H -2.49959 2.94645 -4.01436
H -2.58645 4.50786 -5.98213
H -1.30061 3.95803 -7.95780
H 0.30467 2.11484 -8.01753
H 0.39899 0.52249 -6.19418
H 0.33358 -2.06235 -4.45763
H -0.31976 -4.03018 -5.88816
H -2.69266 -4.14707 -6.91579
H -4.31764 -2.50129 -6.20893
H -3.65324 -0.55092 -4.69450
H 2.35728 -1.61744 -2.85617
H 4.37719 -2.96768 -2.32942
H 6.49525 -1.78294 -1.71560
H 6.42264 0.60887 -1.21715
H 4.40071 1.90651 -1.68358
H 3.52708 1.42706 -4.94868
H 3.78018 3.16194 -6.73003
H 2.61087 5.26758 -6.49528
H 0.85866 5.46905 -4.73009
H 0.37968 3.83839 -3.17687
C 0.13140 -2.80370 6.49002
C 0.66775 -2.59096 5.07966
C 1.55045 -1.55224 4.76281
C 2.14003 -1.46060 3.49224
C 1.81551 -2.38995 2.49154
C 0.95515 -3.39027 2.83063
C 0.40225 -3.52550 4.08466
S 2.51232 -2.09603 0.80867
O 3.09573 -3.33996 0.39835
O 3.38730 -0.98392 0.95264
N 1.26078 -1.65298 -0.06003
C 0.48582 -2.64061 -0.65889
C 0.73217 -3.99156 -0.84987
C -0.25797 -4.76852 -1.41765
C -1.43956 -4.19534 -1.92330
C -1.61929 -2.82870 -1.72955
N -0.71489 -2.12339 -1.09885
H -0.87093 -3.19293 6.42195
H 0.06554 -1.84468 7.01468
H 0.78650 -3.50405 7.07857
H 1.74027 -0.82032 5.55114
H 2.91812 -0.72322 3.36621
H 0.68364 -4.14668 2.11999
H -0.27168 -4.33719 4.24167
H 1.65258 -4.45185 -0.52296
H -0.13625 -5.81444 -1.56498
H -2.28736 -4.85121 -2.27300
H -2.57170 -2.40552 -2.00158
N 0.67548 3.81431 6.25336
C 1.12016 3.27481 5.09233
C 0.25054 2.56416 4.20917
N 0.68358 1.98417 3.10376
C 1.96623 2.18915 2.81091
C 2.78169 2.90551 3.60558
N 2.35504 3.42291 4.74724
H -0.29834 3.67273 6.47176
H 1.28820 4.38094 6.77978
H -0.81329 2.54040 4.34200
H 2.35807 1.80421 1.86265
H 3.78314 3.18084 3.37126
C -1.97521 -1.91300 1.81478
C -2.09944 -0.43618 1.69006
N -1.44422 0.36347 0.86362
C -1.90464 1.64594 1.09467
C -2.87775 1.61841 1.98473
N -3.02695 0.28975 2.38727
C -4.07261 -0.17500 3.28367
N -4.11296 0.52276 4.58007
N -5.37345 0.49134 5.15588
N -5.24132 0.61801 6.41752
C -3.90766 0.67893 6.74911
C -3.25448 0.87913 7.95168
C -1.89295 0.91442 7.92834
C -1.17077 0.73603 6.69773
C -1.80126 0.50841 5.49360
C -3.17940 0.56658 5.55797
H -1.06301 -2.19358 1.31335
H -2.81791 -2.41048 1.33530
H -1.85999 -2.17288 2.88375
H -1.51469 2.49140 0.57125
H -3.41640 2.40529 2.43733
H -3.85990 -1.24195 3.45378
H -5.06087 -0.06849 2.82715
H -3.82619 0.99928 8.85950
H -1.35458 1.05061 8.86154
H -0.06714 0.76952 6.72926
H -1.23328 0.28789 4.58062

Force components x, y, z for each atom (eV/Å):
V -0.6 0.0 0.7
S -0.3 -0.3 -0.6
P 0.3 -0.3 0.5
C -1.4 0.1 -0.6
P 1.7 -1.1 0.5
S -0.3 0.2 0.2
C -0.4 -0.6 -0.5
C -0.1 1.1 -1.1
C -0.5 -0.5 1.1
C 0.4 0.1 0.3
C -0.2 0.1 -0.1
C 0.0 1.0 -0.3
C -1.0 1.5 -0.1
C 0.3 0.6 0.6
C -0.3 -0.7 -0.8
C 0.6 -0.8 -0.8
C 0.6 1.0 0.5
C -0.7 -0.6 0.4
C -0.6 0.0 0.0
C 0.3 -0.4 0.5
C -1.2 2.1 -1.1
C 1.1 0.1 0.5
C 0.0 1.3 0.7
C 0.8 -0.7 -0.7
C 0.8 0.5 0.3
C 0.1 -1.3 -1.2
C 0.3 -0.4 0.7
C -0.2 0.9 -1.7
C -0.7 0.0 1.3
C -0.2 -1.1 -0.2
H 0.2 -0.3 0.1
H 0.3 -0.7 0.1
H 0.1 0.5 -0.7
H -0.1 -0.2 0.0
H 0.0 -0.3 0.5
H -0.2 -0.4 -0.4
H -0.2 -0.1 -0.1
H 0.6 0.7 1.2
H -0.1 0.3 0.1
H 0.8 -0.4 -0.5
H 0.0 0.0 -0.2
H -0.1 -1.5 -0.1
H -0.1 -0.3 0.1
H -0.3 -0.5 -0.5
H 0.0 0.5 0.3
H -0.3 0.5 0.5
H 0.2 -0.2 0.5
H 0.0 -0.1 0.2
H -0.3 1.2 -0.4
H 0.7 -0.2 0.1
C 0.8 0.3 -0.2
C 0.3 -0.3 0.3
C -0.3 -0.3 -0.1
C -0.1 -0.3 0.8
C 1.1 1.8 0.0
C -0.5 -1.1 -0.6
C 0.2 0.8 0.2
S -0.5 0.1 1.0
O 0.3 -0.7 0.0
O 0.4 0.8 0.3
N -0.8 -0.9 -0.6
C -1.0 0.8 -0.2
C 0.1 -1.0 0.1
C -1.0 1.0 -1.0
C -0.6 -1.0 0.6
C -0.2 -1.8 0.2
N 1.4 1.1 0.3
H -0.4 -0.4 0.2
H 0.1 -0.2 0.1
H -0.7 0.6 -0.6
H 0.3 -0.1 -0.3
H -0.2 0.2 -0.5
H 0.0 -0.2 -0.5
H -0.3 -0.5 0.3
H -0.1 0.2 0.0
H 0.3 -0.8 0.1
H 1.1 0.9 0.1
H 0.1 0.7 -0.1
N -1.1 -0.6 -0.2
C -1.4 -0.9 -1.2
C 0.4 0.2 -0.2
N -0.3 0.6 0.6
C 0.4 -1.2 -2.0
C 0.1 0.8 0.9
N 1.5 0.8 1.0
H 0.3 0.3 0.3
H 0.3 0.5 0.5
H -0.4 0.0 0.4
H -0.4 -0.1 0.3
H 0.7 -0.2 -0.5
C 0.3 0.5 0.5
C -0.3 0.6 -0.6
N 0.4 -0.6 0.5
C 0.9 -0.5 -1.1
C -0.9 -0.6 1.2
N -0.3 0.9 0.5
C 0.9 -0.4 -0.3
N -1.4 -0.9 -0.9
N 1.0 0.3 0.3
N -0.6 0.1 0.1
C 0.1 0.2 -1.3
C -0.5 0.0 0.5
C 1.0 0.0 -0.7
C 0.6 -0.1 0.8
C 1.0 0.0 0.2
C -0.4 -0.2 -0.1
H 0.2 -0.2 -0.1
H 0.0 -0.2 0.2
H -0.2 -0.2 -0.5
H 0.3 0.1 -0.2
H -0.6 0.5 0.3
H -0.3 0.3 0.0
H 0.2 0.1 0.2
H 0.0 0.0 0.1
H 0.1 0.0 -0.2
H -0.7 -0.1 0.0
H -0.3 0.3 0.4

Results
Energy = -150457.43504 eV
⟨S²⟩ = 3.761
Strongest force on any atom = 2.6 eV Å⁻¹
Total charge = -1
Spin multiplicity = 4
E_HOMO (spin up / spin down) = -3.60 / -4.28 eV

4.
One molecule with the formula C4H5NO, computed with the ωB97M-V functional and the def2-TZVPD basis.

Geometry (Å):
C 0.24160 -1.55506 -0.93281
N 0.51867 -0.18120 -0.54742
C 0.42171 0.17643 0.77332
O 0.70873 -0.54445 1.70731
C -0.18201 1.50085 0.95885
C -0.88906 2.46838 1.08568
H 0.75222 -1.80852 -1.86321
H -0.84203 -1.69175 -1.06514
H 0.57901 -2.21611 -0.13476
H 0.21193 0.52945 -1.19762
H -1.52077 3.32199 1.21580

Force components x, y, z for each atom (eV/Å):
C -0.1 -0.2 0.0
N -0.1 0.2 0.0
C 0.0 -0.2 0.1
O -0.1 0.2 -0.3
C -0.4 0.6 0.1
C 0.3 -0.4 0.0
H 0.0 0.0 0.1
H 0.2 -0.1 0.0
H 0.0 0.1 -0.1
H 0.0 -0.1 0.1
H 0.2 -0.1 0.0

Results
Energy = -7764.68605 eV
Strongest force on any atom = 0.7 eV Å⁻¹
Structure (SMILES) = C#CC(=O)NC
E_HOMO = -10.00 eV